Arrangement one

# C7H10O2

C7H10O2 as an isolated structure (the ωB97M-V functional and the def2-TZVPD basis, the Open Molecules 2025 dataset).

Last column: natural (NBO) charge in e.
CARTESIAN COORDINATES (ANGSTROEM)
C: -1.050 1.261 -1.068  -0.111
C: -1.723 0.163 -0.008  -0.433
C: -0.720 -0.314 1.006  -0.218
C: 0.758 -0.835 0.997  -0.223
C: 1.702 -1.291 -0.153  -0.137
C: 0.778 0.413 -0.680  0.366
C: 0.468 0.545 0.786  -0.330
H: -1.567 1.594 -2.040  0.225
H: -1.159 2.150 -0.272  0.173
H: -2.223 -0.722 -0.392  0.202
H: -2.460 0.446 0.685  0.237
H: -1.096 -0.890 1.932  0.247
H: 0.936 -1.368 1.980  0.226
H: 0.968 -1.955 -0.678  0.191
H: 2.797 -1.495 0.133  0.232
H: 0.277 -0.435 -0.928  0.098
H: 0.976 1.477 1.063  0.228
O: 2.053 -0.102 -0.876  -0.490
O: 0.286 1.357 -1.489  -0.481

The calculation puts the LUMO energy at 0.905 eV. Its multiplicity is 1. As for the total charge: 0.

=====

Arrangement two

# C7H10O2

One molecule with the formula C7H10O2 (the ωB97M-V functional and the def2-TZVPD basis, the Open Molecules 2025 dataset).

Last column: natural (NBO) charge in e.
CARTESIAN COORDINATES (ANGSTROEM)
C: 1.538 1.115 -0.369  -0.117
C: 1.276 -1.164 0.405  -0.166
C: 0.489 1.482 0.377  -0.253
C: 0.163 -0.845 1.060  -0.251
C: 1.770 -0.360 -0.746  -0.518
C: -0.573 0.486 0.579  0.429
C: -2.041 -0.669 -0.863  -0.267
O: -1.493 0.837 1.495  -0.708
O: -1.123 0.439 -0.695  -0.534
H: 2.337 1.865 -0.672  0.211
H: 1.991 -2.026 0.805  0.215
H: 0.330 2.585 0.531  0.217
H: -0.326 -1.577 1.784  0.234
H: 1.111 -0.490 -1.579  0.249
H: 2.803 -0.459 -1.060  0.225
H: -2.358 -0.736 -1.925  0.193
H: -2.896 -0.544 -0.269  0.183
H: -1.555 -1.657 -0.614  0.179
H: -1.444 1.719 1.756  0.480

The calculation puts the LUMO energy at 0.992 eV. Its multiplicity is 1. As for the total charge: 0.

=====

Arrangement three

# C7H10O2

One molecule with the formula C7H10O2 (the ωB97M-V functional and the def2-TZVPD basis, the Open Molecules 2025 dataset).

Last column: natural (NBO) charge in e.
CARTESIAN COORDINATES (ANGSTROEM)
C: -0.347 0.498 0.478  0.191
C: -0.810 1.981 -0.246  -0.356
C: -0.645 0.483 -0.884  -0.008
C: -0.313 -1.809 -0.248  -0.035
C: 0.661 -0.744 0.651  -0.279
C: 2.113 -0.451 0.216  -0.210
C: 2.272 0.927 -0.137  -0.380
H: -1.565 0.734 1.767  0.463
H: -1.763 2.097 0.127  0.233
H: -0.190 2.713 -0.707  0.226
H: 0.358 0.555 -1.356  0.187
H: -0.753 -2.460 0.372  0.185
H: 0.366 -2.403 -0.873  0.173
H: 0.849 -0.821 1.840  0.243
H: 2.657 -1.354 0.505  0.233
H: 3.201 1.106 -0.252  0.168
H: 1.344 1.735 -0.426  0.218
O: -1.660 0.031 1.140  -0.732
O: -1.101 -0.932 -1.137  -0.520

The calculation puts the LUMO energy at 0.718 eV. Its multiplicity is 1. As for the total charge: 0.

=====

Which structure is the least stable? The one labeled arrangement three.

=====

Arrangement one

# C6H10O3

C6H10O3 as an isolated structure (the ωB97M-V functional and the def2-TZVPD basis, the Open Molecules 2025 dataset).

Last column: natural (NBO) charge in e.
CARTESIAN COORDINATES (ANGSTROEM)
C: 0.935 0.167 0.717  -0.109
C: -0.334 0.580 1.288  -0.558
C: 1.725 1.138 -0.110  -0.646
C: -1.901 0.349 -0.791  -0.695
C: 0.443 -1.209 -0.580  0.716
C: -1.298 -0.419 0.376  0.572
O: 0.727 -2.402 -0.015  -0.691
O: 0.539 -1.030 -1.772  -0.609
O: -1.868 -1.330 0.963  -0.537
H: 0.952 -3.010 -0.745  0.488
H: 1.525 -0.492 1.350  0.231
H: -0.509 0.238 2.307  0.237
H: -0.604 1.625 1.141  0.213
H: 2.403 1.689 0.555  0.228
H: 2.346 0.668 -0.873  0.239
H: 1.077 1.862 -0.608  0.215
H: -2.251 -0.373 -1.529  0.237
H: -1.174 1.003 -1.268  0.227
H: -2.732 0.943 -0.407  0.242

The calculation puts the LUMO energy at -0.388 eV. Its multiplicity is 1. As for the total charge: 0.

=====

Arrangement two

# C6H10O3

One molecule with the formula C6H10O3 (the ωB97M-V functional and the def2-TZVPD basis, the Open Molecules 2025 dataset).

Last column: natural (NBO) charge in e.
CARTESIAN COORDINATES (ANGSTROEM)
C: -1.221 0.356 -0.007  0.483
C: 1.083 0.548 0.038  0.489
C: -1.583 -1.023 0.537  -0.639
C: 1.635 -0.897 0.518  -0.666
C: -0.670 0.295 -1.421  -0.237
C: 0.645 0.452 -1.396  -0.200
O: -0.099 0.887 0.731  -0.543
O: -2.334 1.171 0.147  -0.703
O: 2.059 1.505 0.270  -0.706
H: 2.066 1.695 1.215  0.481
H: -2.089 2.080 -0.057  0.481
H: -1.311 0.105 -2.262  0.223
H: 1.351 0.444 -2.203  0.225
H: -2.413 -1.427 -0.032  0.218
H: -1.870 -0.918 1.580  0.227
H: -0.681 -1.668 0.498  0.217
H: 2.688 -0.912 0.250  0.220
H: 1.198 -1.743 -0.006  0.211
H: 1.547 -0.950 1.601  0.218

The calculation puts the LUMO energy at 0.892 eV. Its multiplicity is 1. As for the total charge: 0.

=====

Which structure is the least stable? The one labeled arrangement one.

=====

Arrangement one

# C6H10O3

A 2-piece molecular cluster, C6H10O3 overall (the ωB97M-V functional and the def2-TZVPD basis, the Open Molecules 2025 dataset).

Last column: natural (NBO) charge in e.
CARTESIAN COORDINATES (ANGSTROEM)
C: 2.019 -0.952 -0.830  -0.258
C: -0.458 -1.326 -1.253  0.658
O: 0.703 -0.418 -0.942  -0.577
O: -0.440 -2.446 -0.852  -0.517
H: -1.082 -0.928 -2.062  0.169
H: 2.102 -2.020 -1.045  0.192
H: 2.372 -0.811 0.191  0.192
H: 2.624 -0.386 -1.536  0.190
C: -1.222 0.689 0.251  0.284
C: -0.151 -0.055 1.061  -0.208
C: -1.063 1.915 -0.283  -0.530
C: 0.676 0.540 1.955  -0.408
O: -2.457 0.122 0.397  -0.687
H: -3.104 0.646 -0.092  0.483
H: -0.593 -0.984 1.411  0.216
H: -0.105 2.404 -0.263  0.210
H: -1.857 2.479 -0.749  0.194
H: 1.127 1.500 1.763  0.191
H: 0.908 0.031 2.877  0.205

The calculation puts the LUMO energy at 0.647 eV. Its multiplicity is 1. As for the total charge: 0.

=====

Arrangement two

# C6H10O3

C6H10O3 as an isolated structure (the ωB97M-V functional and the def2-TZVPD basis, the Open Molecules 2025 dataset).

Last column: natural (NBO) charge in e.
CARTESIAN COORDINATES (ANGSTROEM)
C: 0.757 1.860 0.733  -0.266
C: 1.416 -0.724 0.936  0.517
O: 0.228 0.524 0.861  -0.488
O: 2.533 -0.362 0.772  -0.545
H: 0.987 -1.397 1.685  0.175
H: 0.913 2.232 1.743  0.207
H: 1.704 1.839 0.192  0.207
H: 0.024 2.466 0.208  0.211
C: -1.820 -0.678 0.271  -0.641
C: -0.551 -0.130 -0.321  0.194
C: 0.526 -1.471 -0.670  0.221
C: -0.568 0.580 -1.515  -0.450
O: 0.081 -2.603 -0.592  -0.591
H: 1.255 -1.170 -1.451  0.127
H: -2.406 0.124 0.717  0.223
H: -2.393 -1.177 -0.509  0.237
H: -1.597 -1.430 1.028  0.233
H: -1.404 0.449 -2.185  0.221
H: 0.315 1.066 -1.902  0.209

The calculation puts the LUMO energy (spin up / spin down) at -0.586 / -0.509 eV. Its multiplicity is 1. As for the total charge: 0.

=====

Which structure is the least stable? The one labeled arrangement two.

=====

Arrangement one

# C7H12

One molecule with the formula C7H12 (the ωB97M-V functional and the def2-TZVPD basis, the Open Molecules 2025 dataset).

Last column: natural (NBO) charge in e.
CARTESIAN COORDINATES (ANGSTROEM)
C: 1.898 -1.152 0.416  -0.656
C: 0.431 -1.425 0.184  0.055
C: 0.030 -2.250 -0.770  -0.429
C: -0.522 -0.687 1.092  -0.480
C: -0.599 0.764 0.715  -0.189
C: -0.769 1.229 -0.520  -0.174
C: -1.027 2.661 -0.853  -0.659
H: 2.030 -0.270 1.031  0.211
H: 2.314 -1.939 1.047  0.221
H: 2.470 -1.003 -0.495  0.223
H: 0.721 -2.802 -1.395  0.198
H: -1.032 -2.474 -0.849  0.193
H: -0.198 -0.829 2.128  0.216
H: -1.500 -1.173 1.067  0.222
H: -0.453 1.565 1.438  0.194
H: -0.775 0.522 -1.337  0.198
H: -1.870 3.201 -0.434  0.224
H: -0.989 2.796 -1.932  0.215
H: -0.160 3.266 -0.534  0.216

The calculation puts the LUMO energy at 1.113 eV. Its multiplicity is 1. As for the total charge: 0.

=====

Arrangement two

# C7H12

One molecule with the formula C7H12 (the ωB97M-V functional and the def2-TZVPD basis, the Open Molecules 2025 dataset).

Last column: natural (NBO) charge in e.
CARTESIAN COORDINATES (ANGSTROEM)
C: -2.512 0.331 0.113  -0.606
C: -1.226 -0.474 -0.007  -0.198
C: -0.248 -0.055 -1.141  -0.399
C: 0.870 -0.014 -0.106  -0.047
C: 2.208 -0.668 -0.257  -0.412
C: 2.102 0.777 0.152  -0.418
C: -0.100 -0.172 1.050  -0.400
H: -3.214 0.146 -0.711  0.209
H: -2.285 1.405 0.112  0.200
H: -3.031 0.098 1.050  0.209
H: -1.436 -1.549 -0.030  0.201
H: -0.091 -0.792 -1.935  0.207
H: -0.502 0.911 -1.593  0.202
H: 2.465 -0.886 -1.295  0.211
H: 2.589 -1.397 0.453  0.208
H: 2.499 1.589 -0.459  0.219
H: 2.061 0.895 1.249  0.210
H: -0.283 0.789 1.553  0.197
H: 0.135 -0.935 1.802  0.206

The calculation puts the LUMO energy at 1.154 eV. Its multiplicity is 1. As for the total charge: 0.

=====

Which structure is the least stable? The one labeled arrangement two.

=====

Arrangement one

# C7H12

One molecule with the formula C7H12 (the ωB97M-V functional and the def2-TZVPD basis, the Open Molecules 2025 dataset).

Last column: natural (NBO) charge in e.
CARTESIAN COORDINATES (ANGSTROEM)
C: 1.862 -1.729 -0.836  -0.680
C: 0.671 -0.836 -0.969  -0.069
C: -0.394 -0.866 0.060  -0.463
C: -0.505 0.599 0.497  -0.128
C: -1.450 1.422 -0.358  -0.406
C: -1.743 1.204 1.102  -0.415
C: 0.837 1.061 0.768  -0.299
H: 1.632 -2.808 -0.906  0.216
H: 2.312 -1.595 0.160  0.205
H: 2.618 -1.513 -1.597  0.219
H: 0.379 -0.529 -1.974  0.181
H: -1.381 -1.191 -0.295  0.214
H: -0.115 -1.502 0.907  0.205
H: -2.060 0.908 -1.102  0.210
H: -1.107 2.405 -0.667  0.215
H: -2.559 0.533 1.352  0.217
H: -1.630 2.043 1.782  0.218
H: 1.674 0.386 0.761  0.185
H: 0.960 2.008 1.314  0.175

The calculation puts the LUMO energy (spin up / spin down) at 0.547 / 0.934 eV. Its multiplicity is 1. As for the total charge: 0.

=====

Arrangement two

# C7H12

One molecule with the formula C7H12 (the ωB97M-V functional and the def2-TZVPD basis, the Open Molecules 2025 dataset).

Last column: natural (NBO) charge in e.
CARTESIAN COORDINATES (ANGSTROEM)
C: -3.176 0.854 -0.072  -0.600
C: -2.055 0.036 -0.700  -0.396
C: -0.765 0.150 0.096  -0.380
C: 0.374 -0.685 -0.472  -0.455
C: 1.589 -0.543 0.367  -0.097
C: 2.830 -0.366 0.301  -0.248
C: 4.173 -0.180 0.538  -0.610
H: -3.366 0.521 0.955  0.202
H: -2.905 1.915 -0.029  0.202
H: -4.109 0.763 -0.637  0.209
H: -2.346 -1.021 -0.757  0.193
H: -1.878 0.365 -1.734  0.195
H: -0.928 -0.165 1.134  0.201
H: -0.436 1.198 0.138  0.198
H: 0.075 -1.739 -0.548  0.224
H: 0.610 -0.359 -1.499  0.210
H: 2.744 -0.352 1.511  0.505
H: 4.611 0.802 0.394  0.224
H: 4.809 -1.056 0.580  0.221

The calculation puts the LUMO energy at 0.900 eV. Its multiplicity is 1. As for the total charge: 0.

=====

Which structure is the least stable? The one labeled arrangement two.

=====

Arrangement one

# C3H6IN2S

An isolated ion of composition C3H6IN2S and charge +1 (the ωB97M-V functional and the def2-TZVPD basis, the Open Molecules 2025 dataset).

Last column: natural (NBO) charge in e.
CARTESIAN COORDINATES (ANGSTROEM)
C: -0.097 1.924 0.449  0.065
C: 0.847 1.077 0.588  -0.223
C: -0.310 -0.818 -0.784  -0.117
N: -1.311 0.144 -0.968  -0.571
N: 1.026 -0.139 -0.137  -0.583
S: -0.440 -2.427 -0.032  0.112
I: -3.062 -0.022 -0.089  0.510
H: -0.594 2.743 0.863  0.231
H: 1.806 1.399 1.245  0.275
H: 0.032 -0.925 -1.855  0.267
H: 1.829 0.005 -0.781  0.456
H: 1.119 -0.996 0.444  0.459
H: -0.846 -1.966 1.056  0.117

The calculation puts the LUMO energy (spin up / spin down) at -5.804 / -4.752 eV. Its multiplicity is 1. As for the total charge: +1.

=====

Arrangement two

# C3H6IN2S

An isolated ion of composition C3H6IN2S and charge +1 (the ωB97M-V functional and the def2-TZVPD basis, the Open Molecules 2025 dataset).

Last column: natural (NBO) charge in e.
CARTESIAN COORDINATES (ANGSTROEM)
C: 0.471 -1.426 0.839  0.105
C: -0.587 -0.807 0.476  -0.169
C: 0.922 0.691 -0.769  -0.085
N: 1.820 -0.488 -0.603  -0.674
N: -0.454 0.121 -0.668  -0.568
S: 1.043 2.109 0.383  0.033
I: 3.644 -0.174 0.045  0.489
H: 0.952 -1.917 1.643  0.253
H: -1.468 -0.681 0.971  0.245
H: 1.216 1.164 -1.745  0.286
H: -0.869 -0.296 -1.521  0.470
H: -1.110 0.945 -0.198  0.487
H: 0.603 1.536 1.486  0.128

The calculation puts the LUMO energy (spin up / spin down) at -5.106 / -5.108 eV. Its multiplicity is 1. As for the total charge: +1.

=====

Which structure is the least stable? The one labeled arrangement one.